*a*
{
  "formula": "C60H165N15O15",
  "method": "the ωB97M-V functional and the def2-TZVPD basis",
  "total_charge": 0,
  "molar_mass_g_mol": 1337.1,
  "orbital_gap_ev": 8.7536,
  "e_homo_ha": -0.3157,
  "species": ["C", "C", "C", "O", "C", "N", "H", "H", "H", "H", "H", "H", "H", "H", "H", "H", "H", "C", "C", "C", "O", "C", "N", "H", "H", "H", "H", "H", "H", "H", "H", "H", "H", "H", "C", "C", "C", "O", "C", "N", "H", "H", "H", "H", "H", "H", "H", "H", "H", "H", "H", "C", "C", "C", "O", "C", "N", "H", "H", "H", "H", "H", "H", "H", "H", "H", "H", "H", "C", "C", "C", "O", "C", "N", "H", "H", "H", "H", "H", "H", "H", "H", "H", "H", "H", "C", "C", "C", "O", "C", "N", "H", "H", "H", "H", "H", "H", "H", "H", "H", "H", "H", "C", "C", "C", "O", "C", "N", "H", "H", "H", "H", "H", "H", "H", "H", "H", "H", "H", "C", "C", "C", "O", "C", "N", "H", "H", "H", "H", "H", "H", "H", "H", "H", "H", "H", "C", "C", "C", "O", "C", "N", "H", "H", "H", "H", "H", "H", "H", "H", "H", "H", "H", "C", "C", "C", "O", "C", "N", "H", "H", "H", "H", "H", "H", "H", "H", "H", "H", "H", "C", "C", "C", "O", "C", "N", "H", "H", "H", "H", "H", "H", "H", "H", "H", "H", "H", "C", "C", "C", "O", "C", "N", "H", "H", "H", "H", "H", "H", "H", "H", "H", "H", "H", "C", "C", "C", "O", "C", "N", "H", "H", "H", "H", "H", "H", "H", "H", "H", "H", "H", "C", "C", "C", "O", "C", "N", "H", "H", "H", "H", "H", "H", "H", "H", "H", "H", "H", "C", "C", "C", "O", "C", "N", "H", "H", "H", "H", "H", "H", "H", "H", "H", "H", "H"],
  "coordinates": [[-12.84, -3.11, 6.69], [-14.04, -2.21, 7.10], [-15.47, -2.75, 7.08], [-16.45, -1.84, 7.57], [-17.75, -2.41, 7.50], [-13.72, -1.77, 8.42], [-11.99, -2.43, 6.75], [-12.84, -3.41, 5.64], [-12.63, -3.92, 7.39], [-14.05, -1.32, 6.47], [-15.59, -3.73, 7.54], [-15.62, -2.80, 6.01], [-18.54, -1.95, 8.10], [-17.75, -3.43, 7.87], [-17.93, -2.45, 6.43], [-14.36, -1.04, 8.70], [-13.91, -2.54, 9.04], [-14.61, -9.01, 2.46], [-13.80, -10.31, 2.67], [-13.70, -11.19, 1.35], [-13.35, -10.45, 0.22], [-13.45, -11.17, -0.93], [-12.45, -9.85, 3.07], [-14.50, -8.19, 3.18], [-15.66, -9.32, 2.46], [-14.46, -8.58, 1.47], [-14.24, -11.03, 3.37], [-14.63, -11.75, 1.20], [-12.93, -11.92, 1.58], [-13.20, -10.57, -1.80], [-14.48, -11.43, -1.18], [-12.94, -12.13, -1.07], [-11.85, -10.63, 3.29], [-12.00, -9.32, 2.34], [-21.67, -16.27, 1.55], [-20.48, -16.37, 2.52], [-20.78, -16.87, 3.98], [-19.66, -16.91, 4.78], [-19.80, -17.49, 6.13], [-19.48, -17.23, 1.93], [-22.13, -17.25, 1.41], [-21.29, -16.05, 0.55], [-22.35, -15.49, 1.91], [-20.05, -15.37, 2.63], [-21.24, -17.86, 3.97], [-21.53, -16.17, 4.36], [-19.69, -18.56, 6.27], [-20.47, -16.95, 6.81], [-18.84, -17.23, 6.58], [-20.10, -17.99, 1.66], [-18.81, -17.50, 2.64], [-11.20, -10.12, 13.05], [-12.09, -9.16, 13.82], [-11.71, -9.11, 15.37], [-12.74, -8.45, 15.98], [-12.53, -8.28, 17.40], [-12.14, -7.84, 13.18], [-11.26, -11.10, 13.52], [-10.18, -9.75, 13.15], [-11.51, -10.18, 12.01], [-13.10, -9.54, 13.66], [-10.80, -8.53, 15.40], [-11.60, -10.15, 15.70], [-12.29, -9.23, 17.88], [-13.41, -7.92, 17.93], [-11.79, -7.60, 17.82], [-11.24, -7.61, 12.78], [-12.23, -7.17, 13.93], [-8.80, -16.61, 10.49], [-9.06, -15.96, 9.10], [-10.05, -14.77, 8.96], [-9.62, -13.74, 9.95], [-10.30, -12.55, 9.98], [-7.80, -15.56, 8.48], [-7.99, -17.34, 10.44], [-9.69, -17.01, 10.98], [-8.57, -15.78, 11.15], [-9.51, -16.79, 8.56], [-11.02, -15.17, 9.25], [-10.16, -14.18, 8.05], [-9.72, -12.05, 10.75], [-11.34, -12.62, 10.30], [-10.40, -12.10, 8.99], [-7.56, -14.68, 8.91], [-7.83, -15.34, 7.49], [-12.86, -17.03, 11.48], [-12.55, -15.89, 12.49], [-13.47, -14.56, 12.30], [-13.17, -13.74, 13.47], [-14.03, -12.73, 13.79], [-12.98, -16.40, 13.75], [-12.76, -16.68, 10.46], [-13.93, -17.26, 11.56], [-12.34, -17.98, 11.51], [-11.51, -15.56, 12.39], [-14.53, -14.76, 12.13], [-13.32, -14.02, 11.36], [-15.07, -13.03, 13.86], [-13.92, -11.94, 13.04], [-13.67, -12.28, 14.72], [-13.98, -16.51, 13.73], [-12.84, -15.73, 14.49], [-10.75, -6.76, -0.62], [-11.11, -6.98, 0.84], [-12.48, -6.49, 1.28], [-12.55, -5.03, 1.25], [-12.26, -4.35, 2.49], [-11.00, -8.43, 0.94], [-11.07, -7.59, -1.25], [-9.69, -6.66, -0.82], [-11.25, -5.87, -0.99], [-10.35, -6.47, 1.43], [-12.70, -6.80, 2.30], [-13.33, -6.96, 0.80], [-11.34, -4.76, 2.92], [-13.06, -4.43, 3.22], [-12.01, -3.33, 2.19], [-10.29, -8.81, 0.33], [-11.77, -8.93, 0.51], [-14.38, -8.65, 10.37], [-15.24, -7.46, 9.99], [-14.84, -6.58, 8.74], [-15.00, -7.21, 7.49], [-14.64, -6.46, 6.32], [-16.61, -7.95, 9.87], [-14.76, -9.06, 11.31], [-13.44, -8.28, 10.76], [-14.34, -9.42, 9.60], [-15.32, -6.83, 10.88], [-13.88, -6.06, 8.76], [-15.66, -5.87, 8.64], [-15.33, -5.62, 6.28], [-14.92, -7.02, 5.43], [-13.63, -6.07, 6.30], [-16.45, -8.92, 9.67], [-17.09, -7.61, 9.05], [-9.47, -5.25, 5.62], [-10.31, -6.48, 6.03], [-10.65, -6.59, 7.52], [-10.38, -7.90, 8.00], [-10.52, -7.93, 9.40], [-11.38, -6.73, 5.05], [-8.53, -5.08, 6.15], [-10.04, -4.37, 5.94], [-9.32, -5.07, 4.56], [-9.68, -7.36, 5.88], [-11.71, -6.42, 7.70], [-9.99, -5.84, 7.96], [-10.47, -9.02, 9.49], [-11.49, -7.53, 9.68], [-9.70, -7.35, 9.82], [-11.86, -7.60, 5.25], [-10.97, -6.85, 4.14], [-19.10, -13.00, 5.08], [-18.60, -12.73, 6.55], [-17.48, -11.69, 6.51], [-17.90, -10.35, 6.13], [-17.01, -9.31, 6.34], [-19.70, -12.28, 7.32], [-19.59, -12.11, 4.67], [-19.91, -13.74, 5.05], [-18.27, -13.30, 4.44], [-18.07, -13.61, 6.94], [-16.79, -11.96, 5.71], [-17.07, -11.60, 7.52], [-16.54, -9.27, 7.32], [-17.53, -8.35, 6.35], [-16.19, -9.35, 5.62], [-19.29, -11.90, 8.16], [-20.03, -11.46, 6.83], [-15.86, -19.52, 9.33], [-15.86, -18.43, 8.30], [-15.16, -17.14, 8.75], [-15.87, -16.44, 9.74], [-17.21, -16.02, 9.51], [-15.07, -19.00, 7.21], [-16.58, -20.32, 9.12], [-16.23, -19.20, 10.30], [-14.87, -19.93, 9.53], [-16.86, -18.31, 7.90], [-15.05, -16.53, 7.85], [-14.15, -17.37, 9.09], [-17.80, -16.90, 9.27], [-17.30, -15.37, 8.63], [-17.64, -15.53, 10.38], [-15.08, -18.32, 6.45], [-15.60, -19.77, 6.83], [-18.37, -10.35, 13.97], [-17.25, -11.21, 13.35], [-17.51, -11.76, 11.94], [-16.32, -12.27, 11.37], [-16.25, -12.53, 10.01], [-16.16, -10.21, 13.25], [-18.08, -9.47, 14.56], [-19.03, -10.88, 14.65], [-18.86, -9.84, 13.15], [-16.85, -12.02, 13.96], [-17.91, -11.01, 11.26], [-18.24, -12.57, 11.95], [-17.23, -12.88, 9.68], [-15.64, -13.38, 9.71], [-15.91, -11.73, 9.36], [-15.75, -10.53, 12.38], [-16.58, -9.31, 13.12], [-13.23, -9.79, 6.98], [-12.31, -10.93, 7.24], [-12.75, -12.31, 6.73], [-14.04, -12.66, 7.21], [-14.42, -14.03, 7.09], [-11.01, -10.40, 6.71], [-13.06, -8.88, 7.55], [-14.26, -10.01, 7.24], [-13.28, -9.53, 5.92], [-12.23, -11.08, 8.32], [-12.03, -12.99, 7.18], [-12.72, -12.38, 5.64], [-14.67, -14.35, 6.08], [-15.36, -14.28, 7.57], [-13.64, -14.65, 7.54], [-11.15, -10.37, 5.71], [-10.97, -9.44, 7.03], [-11.72, -16.08, 3.61], [-12.79, -16.19, 4.73], [-14.12, -16.67, 4.20], [-15.08, -16.89, 5.19], [-16.36, -16.83, 4.59], [-12.30, -16.99, 5.84], [-10.74, -15.98, 4.07], [-11.95, -15.25, 2.94], [-11.73, -16.90, 2.89], [-13.09, -15.22, 5.13], [-14.10, -17.57, 3.60], [-14.28, -15.94, 3.41], [-16.50, -16.56, 3.55], [-17.09, -16.24, 5.15], [-16.69, -17.87, 4.58], [-13.17, -17.41, 6.15], [-11.75, -17.78, 5.54], [-7.90, -9.73, 5.03], [-8.20, -9.68, 3.51], [-8.63, -11.08, 2.96], [-9.87, -11.54, 3.51], [-10.41, -12.72, 2.84], [-9.26, -8.64, 3.46], [-7.70, -8.76, 5.49], [-7.03, -10.37, 5.17], [-8.65, -10.26, 5.60], [-7.27, -9.44, 3.00], [-7.90, -11.88, 3.08], [-8.69, -10.97, 1.87], [-11.30, -13.19, 3.24], [-9.57, -13.41, 2.97], [-10.65, -12.58, 1.79], [-9.83, -8.88, 2.66], [-9.80, -8.92, 4.27]]
}

***

*b*
{
  "formula": "C60H165N15O15",
  "method": "the ωB97M-V functional and the def2-TZVPD basis",
  "total_charge": 0,
  "molar_mass_g_mol": 1337.1,
  "orbital_gap_ev": 8.7653,
  "e_homo_ha": -0.3032,
  "species": ["C", "C", "C", "O", "C", "N", "H", "H", "H", "H", "H", "H", "H", "H", "H", "H", "H", "C", "C", "C", "O", "C", "N", "H", "H", "H", "H", "H", "H", "H", "H", "H", "H", "H", "C", "C", "C", "O", "C", "N", "H", "H", "H", "H", "H", "H", "H", "H", "H", "H", "H", "C", "C", "C", "O", "C", "N", "H", "H", "H", "H", "H", "H", "H", "H", "H", "H", "H", "C", "C", "C", "O", "C", "N", "H", "H", "H", "H", "H", "H", "H", "H", "H", "H", "H", "C", "C", "C", "O", "C", "N", "H", "H", "H", "H", "H", "H", "H", "H", "H", "H", "H", "C", "C", "C", "O", "C", "N", "H", "H", "H", "H", "H", "H", "H", "H", "H", "H", "H", "C", "C", "C", "O", "C", "N", "H", "H", "H", "H", "H", "H", "H", "H", "H", "H", "H", "C", "C", "C", "O", "C", "N", "H", "H", "H", "H", "H", "H", "H", "H", "H", "H", "H", "C", "C", "C", "O", "C", "N", "H", "H", "H", "H", "H", "H", "H", "H", "H", "H", "H", "C", "C", "C", "O", "C", "N", "H", "H", "H", "H", "H", "H", "H", "H", "H", "H", "H", "C", "C", "C", "O", "C", "N", "H", "H", "H", "H", "H", "H", "H", "H", "H", "H", "H", "C", "C", "C", "O", "C", "N", "H", "H", "H", "H", "H", "H", "H", "H", "H", "H", "H", "C", "C", "C", "O", "C", "N", "H", "H", "H", "H", "H", "H", "H", "H", "H", "H", "H", "C", "C", "C", "O", "C", "N", "H", "H", "H", "H", "H", "H", "H", "H", "H", "H", "H"],
  "coordinates": [[2.51, 6.20, -1.92], [3.42, 5.00, -1.42], [3.52, 3.89, -2.43], [3.86, 4.45, -3.69], [4.31, 3.41, -4.63], [4.79, 5.45, -0.94], [2.85, 6.75, -2.79], [2.40, 6.87, -1.07], [1.55, 5.72, -2.13], [2.96, 4.60, -0.51], [2.64, 3.28, -2.63], [4.35, 3.24, -2.14], [4.23, 2.37, -4.31], [5.35, 3.68, -4.84], [3.82, 3.35, -5.60], [5.39, 4.67, -1.18], [5.12, 6.09, -1.64], [-4.66, -4.05, 2.57], [-4.02, -4.33, 1.27], [-4.99, -4.59, 0.09], [-4.32, -4.39, -1.22], [-5.19, -4.59, -2.32], [-3.16, -3.14, 0.98], [-5.22, -4.90, 2.95], [-5.25, -3.13, 2.59], [-3.95, -3.85, 3.38], [-3.44, -5.25, 1.32], [-5.81, -3.87, 0.07], [-5.55, -5.51, 0.22], [-4.82, -4.29, -3.30], [-6.16, -4.12, -2.15], [-5.33, -5.67, -2.36], [-2.64, -3.33, 0.13], [-3.68, -2.30, 0.77], [-1.55, 2.76, 7.36], [-1.80, 2.30, 5.91], [-0.69, 1.44, 5.34], [-0.34, 0.42, 6.23], [0.34, -0.66, 5.63], [-3.08, 1.71, 5.73], [-0.81, 3.57, 7.36], [-1.29, 1.93, 8.01], [-2.43, 3.32, 7.68], [-1.98, 3.14, 5.23], [0.21, 1.87, 4.89], [-1.15, 1.04, 4.43], [1.00, -1.11, 6.37], [0.79, -0.34, 4.69], [-0.38, -1.41, 5.29], [-2.99, 1.10, 4.93], [-3.16, 1.07, 6.51], [-1.15, -3.44, -3.07], [0.28, -3.53, -3.34], [0.68, -2.25, -4.10], [0.19, -0.93, -3.76], [0.85, 0.10, -4.52], [0.96, -3.62, -2.01], [-1.29, -2.56, -2.44], [-1.46, -4.36, -2.57], [-1.89, -3.37, -3.87], [0.53, -4.44, -3.89], [0.55, -2.46, -5.16], [1.74, -2.25, -3.84], [0.60, 1.05, -4.05], [0.56, 0.10, -5.57], [1.93, -0.02, -4.44], [0.48, -4.32, -1.46], [1.92, -3.93, -2.08], [5.08, -0.64, -7.17], [5.78, 0.58, -7.84], [5.72, 0.41, -9.42], [6.01, 1.51, -10.29], [5.92, 1.29, -11.66], [5.11, 1.78, -7.38], [4.98, -0.58, -6.09], [5.72, -1.49, -7.40], [4.15, -0.90, -7.67], [6.80, 0.46, -7.49], [4.68, 0.17, -9.66], [6.19, -0.48, -9.82], [6.86, 0.83, -11.96], [5.70, 2.23, -12.15], [5.08, 0.63, -11.88], [5.47, 2.60, -7.86], [4.13, 1.75, -7.63], [-8.66, 0.23, 4.91], [-7.17, -0.06, 4.99], [-6.25, 0.09, 3.74], [-4.92, -0.02, 4.01], [-3.97, -0.25, 2.89], [-6.68, 0.88, 6.00], [-8.90, 1.29, 4.80], [-9.16, 0.09, 5.87], [-9.18, -0.36, 4.15], [-7.06, -1.04, 5.46], [-6.33, 1.08, 3.28], [-6.51, -0.68, 3.01], [-2.99, 0.15, 3.15], [-4.27, 0.27, 1.98], [-3.72, -1.28, 2.65], [-5.77, 1.27, 5.81], [-6.62, 0.52, 6.94], [3.57, -5.56, -5.08], [4.43, -5.95, -3.79], [4.01, -5.15, -2.50], [3.84, -3.73, -2.78], [4.94, -3.05, -3.43], [4.27, -7.35, -3.62], [2.59, -6.02, -4.97], [3.92, -5.89, -6.07], [3.33, -4.53, -5.32], [5.43, -5.65, -4.12], [4.60, -5.26, -1.59], [3.06, -5.56, -2.14], [5.27, -3.32, -4.43], [5.73, -2.97, -2.68], [4.53, -2.03, -3.43], [4.90, -7.71, -2.92], [4.42, -7.90, -4.46], [-4.54, 4.33, 3.80], [-4.69, 5.26, 5.02], [-6.10, 5.69, 5.20], [-6.48, 6.47, 4.14], [-7.87, 6.70, 4.15], [-4.09, 4.57, 6.17], [-3.57, 4.40, 3.30], [-5.30, 4.56, 3.05], [-4.85, 3.30, 3.95], [-4.14, 6.14, 4.69], [-6.35, 6.05, 6.19], [-6.68, 4.77, 5.11], [-8.08, 6.94, 5.20], [-8.39, 5.75, 4.01], [-8.21, 7.41, 3.39], [-3.89, 3.59, 6.08], [-3.12, 4.85, 6.20], [-1.22, 4.31, 1.30], [0.02, 4.96, 0.59], [-0.05, 6.46, 0.59], [-1.18, 6.71, -0.23], [-1.29, 8.03, -0.66], [1.17, 4.48, 1.29], [-1.47, 4.86, 2.21], [-1.09, 3.27, 1.59], [-1.94, 4.44, 0.49], [0.15, 4.74, -0.47], [0.83, 6.95, 0.19], [-0.23, 6.84, 1.60], [-0.51, 8.24, -1.39], [-0.87, 8.73, 0.06], [-2.29, 8.33, -0.96], [1.33, 3.48, 1.33], [2.04, 4.97, 1.20], [-8.81, -3.25, 0.80], [-8.89, -1.82, 1.33], [-7.90, -0.87, 0.62], [-6.54, -1.18, 0.69], [-5.77, -0.35, -0.14], [-10.16, -1.26, 1.34], [-9.33, -3.23, -0.16], [-9.25, -3.85, 1.59], [-7.81, -3.67, 0.70], [-8.53, -1.73, 2.36], [-8.08, 0.13, 1.02], [-8.17, -0.88, -0.43], [-4.75, -0.74, -0.21], [-5.68, 0.66, 0.25], [-6.15, -0.35, -1.16], [-10.78, -1.77, 1.96], [-10.53, -1.29, 0.40], [1.95, -4.79, 1.37], [0.40, -5.04, 1.39], [-0.15, -4.84, 2.85], [0.61, -5.66, 3.75], [0.23, -5.53, 5.13], [-0.30, -4.14, 0.46], [2.21, -3.86, 1.88], [2.38, -4.67, 0.37], [2.39, -5.62, 1.91], [0.10, -6.08, 1.25], [-1.15, -5.28, 2.92], [-0.22, -3.81, 3.21], [0.41, -4.50, 5.41], [0.95, -6.05, 5.77], [-0.83, -5.74, 5.26], [0.13, -3.23, 0.46], [-1.21, -3.92, 0.86], [-0.46, 0.54, 0.94], [0.32, -0.04, -0.15], [1.81, -0.18, 0.27], [2.59, -0.44, -0.88], [3.90, -0.84, -0.63], [-0.32, -1.19, -0.64], [-0.53, -0.12, 1.80], [-1.46, 0.74, 0.57], [-0.04, 1.48, 1.33], [0.31, 0.53, -1.08], [1.83, -0.89, 1.10], [2.11, 0.83, 0.56], [3.69, -1.88, -0.38], [4.34, -0.32, 0.23], [4.45, -0.89, -1.57], [-1.07, -0.96, -1.28], [0.26, -1.79, -1.21], [9.68, -3.88, -1.69], [8.56, -4.36, -0.73], [7.88, -3.17, -0.04], [7.41, -3.50, 1.19], [6.33, -2.69, 1.68], [7.57, -5.15, -1.50], [10.49, -3.30, -1.25], [9.26, -3.34, -2.54], [10.15, -4.80, -2.01], [8.91, -5.09, -0.01], [7.16, -2.64, -0.66], [8.50, -2.29, 0.13], [6.49, -1.62, 1.72], [5.94, -3.10, 2.61], [5.54, -2.81, 0.94], [8.01, -5.97, -1.88], [6.97, -5.56, -0.80], [-3.73, 3.14, -1.88], [-2.54, 2.22, -2.07], [-2.80, 1.20, -3.15], [-3.90, 0.48, -2.69], [-4.03, -0.70, -3.51], [-1.45, 3.16, -2.33], [-3.37, 3.94, -1.23], [-4.57, 2.56, -1.50], [-4.04, 3.54, -2.84], [-2.34, 1.65, -1.16], [-2.00, 0.50, -3.36], [-2.96, 1.57, -4.16], [-3.41, -1.53, -3.16], [-3.88, -0.58, -4.59], [-4.97, -1.22, -3.34], [-1.67, 3.78, -1.56], [-1.57, 3.74, -3.15], [7.56, 4.01, 2.24], [6.23, 3.20, 2.38], [6.30, 1.74, 2.80], [5.17, 0.83, 2.50], [4.13, 0.95, 3.42], [5.42, 3.85, 3.39], [7.94, 4.17, 3.25], [7.56, 4.94, 1.68], [8.41, 3.43, 1.87], [5.67, 3.30, 1.45], [6.61, 1.53, 3.82], [6.95, 1.18, 2.12], [3.80, 1.99, 3.48], [4.51, 0.61, 4.38], [3.38, 0.17, 3.28], [4.46, 3.91, 3.06], [5.62, 4.84, 3.38]]
}

***

Preferred: *a*; penalty for the next structure: 0.0395 hartree.